Entry 1:
This record from the Open Molecules 2025 dataset describes a molecular structure, C14H15AgO6. The level of theory is ωB97M-V/def2-TZVPD.

Element x y z (Å)
C1 -6.133 1.052 0.509
C2 -5.771 -0.553 0.602
O1 -6.709 -1.390 1.124
O2 -4.528 -1.174 0.119
C3 -3.367 -0.279 0.241
C4 -2.049 -1.222 0.553
C5 -1.093 -1.439 -0.802
C6 0.239 -0.512 -0.564
C7 1.551 -0.986 -1.481
C8 2.878 -0.443 -0.619
C9 3.113 1.032 -0.672
C10 2.195 2.125 -1.491
O3 1.881 2.003 -2.793
O4 1.623 3.318 -0.800
C11 4.393 1.636 0.213
O5 4.579 2.952 0.407
C12 5.425 0.560 0.905
C13 5.182 -0.908 0.929
C14 3.800 -1.492 0.248
O6 3.404 -2.759 0.418
H1 -7.295 1.173 0.565
H2 -5.647 1.708 1.352
H3 -5.725 1.451 -0.539
H4 -3.221 0.455 -0.674
H5 -3.514 0.396 1.215
H6 -1.432 -0.646 1.397
H7 -2.342 -2.264 1.056
H8 -0.879 -2.581 -0.963
H9 -1.719 -0.967 -1.702
H10 -0.032 0.619 -0.697
H11 0.581 -0.708 0.563
H12 1.628 -2.170 -1.571
H13 1.519 -0.576 -2.577
H14 6.411 1.017 1.399
H15 5.940 -1.671 1.405
Ag1 5.116 3.244 2.723

Computed properties:
2S+1: 1
Total charge: 0
E_tot, eV: -31030.601

=====

Entry 2:
This record from the Open Molecules 2025 dataset describes 2 unconnected molecules or ions with the total composition C14H19N3O4. The level of theory is ωB97M-V/def2-TZVPD.

Element x y z (Å)
C1 -2.650 1.778 0.226
C2 -1.258 1.222 0.609
C3 -3.483 0.693 -0.285
C4 -3.739 -0.418 0.739
C5 -4.491 -1.510 0.107
C6 0.618 0.194 -0.179
C7 0.119 -1.177 -0.084
C8 1.768 0.675 0.918
C9 3.287 0.385 0.503
C10 3.689 -0.869 1.026
C11 4.007 1.077 -0.550
C12 4.856 -1.475 0.509
C13 5.083 0.297 -1.091
C14 5.579 -0.977 -0.492
H1 -1.321 3.272 -0.632
H2 -3.406 3.441 -0.798
H3 -3.141 2.359 1.030
H4 -3.124 0.064 -1.187
H5 -4.329 1.111 -0.674
H6 -4.386 0.064 1.486
H7 -2.722 -0.410 1.366
H8 -4.348 -3.188 -1.192
H9 -2.816 -2.093 -0.842
H10 -0.785 1.054 -1.435
H11 1.404 0.113 -0.969
H12 1.728 0.579 1.976
H13 1.572 1.920 0.596
H14 3.104 -1.097 1.947
H15 3.760 2.071 -1.046
H16 5.329 -2.463 0.960
H17 5.713 0.639 -1.837
H18 6.559 -1.511 -0.604
H19 0.993 -3.107 -0.053
N1 -2.428 2.693 -0.883
N2 -3.792 -2.350 -0.701
N3 -0.386 1.190 -0.286
O1 -1.046 0.948 1.886
O2 -5.692 -1.551 0.052
O3 -0.819 -1.738 -0.720
O4 0.993 -1.901 0.601

Computed properties:
2S+1: 1
Total charge: 0
ΔE to the lowest compared entry with this formula, charge and spin, eV: 9.974

=====

Entry 3:
This record from the Open Molecules 2025 dataset describes a molecular structure, C19H20N4O2S. The level of theory is ωB97M-V/def2-TZVPD.

Element x y z (Å)
C1 4.409 -6.636 1.307
C2 4.164 -6.610 -0.223
C3 3.322 -5.428 -0.874
C4 4.222 -4.164 -0.725
C5 3.944 -3.174 0.421
C6 2.588 -2.498 0.194
O1 2.335 -1.567 0.942
N1 1.789 -2.839 -0.995
C7 0.616 -2.300 -1.478
N2 0.191 -1.110 -0.754
C8 -1.004 -0.391 -1.166
C9 -0.878 0.798 -0.391
C10 -1.774 1.895 -0.331
C11 -3.040 1.551 -1.380
C12 -2.820 0.477 -2.186
C13 -1.917 -0.620 -1.870
H1 -1.828 -1.355 -2.413
H2 -3.679 0.183 -2.762
H3 -3.812 2.400 -1.552
C14 -2.070 2.899 0.445
N3 -2.802 3.923 0.268
C15 -2.615 4.659 1.271
N4 -3.219 5.938 1.515
C16 -2.640 6.556 2.575
C17 -1.333 6.412 2.905
C18 -0.777 5.215 2.876
C19 -1.215 4.441 2.030
O2 -1.109 3.221 1.204
H4 0.167 4.709 3.468
H5 -1.002 6.987 4.032
H6 -3.076 7.644 2.639
H7 -0.047 1.071 0.431
H8 0.759 -0.857 -0.047
S1 -0.065 -3.088 -2.554
H9 2.019 -3.744 -1.340
H10 3.351 -3.905 1.164
H11 4.635 -2.506 0.546
H12 5.096 -4.582 -0.424
H13 4.122 -3.728 -1.718
H14 2.413 -5.658 -0.321
H15 3.114 -5.776 -1.684
H16 3.541 -7.906 -0.379
H17 5.238 -6.915 -0.751
H18 3.643 -6.581 1.898
H19 5.053 -7.599 1.486
H20 5.078 -5.625 1.545

Computed properties:
2S+1: 1
Total charge: 0
ΔE to the lowest compared entry with this formula, charge and spin, eV: 18.604

=====

Entry 4:
This record from the Open Molecules 2025 dataset describes a molecular structure, C33H62NO3PS2Si4TeTi. The level of theory is ωB97M-V/def2-TZVPD.

Element x y z (Å)
Ti1 -1.523 -19.430 -4.500
C1 -3.571 -16.862 0.951
C2 -2.278 -17.277 0.272
O1 -2.446 -16.947 -1.139
P1 -2.518 -18.246 -2.185
S1 -3.244 -21.088 -4.874
S2 -2.502 -17.286 -4.008
O2 -4.037 -18.933 -1.991
C3 -3.981 -20.132 -1.161
C4 -5.006 -21.120 -1.683
H1 -3.496 -16.883 2.031
H2 -4.385 -17.509 0.620
H3 -3.810 -15.853 0.636
H4 -2.046 -18.335 0.392
H5 -1.421 -16.697 0.620
H6 -4.199 -19.834 -0.114
H7 -2.966 -20.547 -1.216
H8 -5.955 -20.606 -1.854
H9 -5.166 -21.908 -0.948
H10 -4.657 -21.542 -2.613
C5 0.305 -17.070 -6.917
C6 0.473 -18.544 -6.652
O3 1.487 -19.111 -7.103
N1 -0.485 -19.145 -5.925
Te1 0.684 -21.564 -5.084
C7 1.699 -23.209 -4.227
C8 2.802 -23.051 -3.372
C9 3.206 -21.711 -2.817
C10 3.571 -24.162 -3.048
C11 3.272 -25.434 -3.514
C12 4.152 -26.607 -3.166
C13 2.162 -25.585 -4.344
C14 1.372 -24.488 -4.693
C15 0.187 -24.743 -5.608
C16 0.232 -20.721 -3.186
C17 -0.436 -21.544 -2.222
C18 -1.153 -22.796 -2.596
C19 -0.448 -21.142 -0.904
C20 0.175 -19.968 -0.478
C21 0.270 -19.678 1.000
C22 0.658 -19.112 -1.435
C23 0.741 -19.476 -2.791
C24 1.506 -18.514 -3.673
H11 0.048 -16.933 -7.968
H12 1.267 -16.593 -6.769
H13 -0.448 -16.637 -6.263
H14 3.262 -20.952 -3.618
H15 4.185 -21.757 -2.345
H16 2.513 -21.343 -2.045
H17 4.435 -24.022 -2.411
H18 4.997 -26.310 -2.543
H19 4.553 -27.084 -4.057
H20 3.572 -27.355 -2.611
H21 1.930 -26.562 -4.751
H22 0.036 -25.809 -5.740
H23 0.331 -24.313 -6.602
H24 -0.730 -24.288 -5.225
H25 -1.662 -22.688 -3.569
H26 -1.930 -22.961 -1.853
H27 -0.504 -23.685 -2.628
H28 -0.940 -21.781 -0.179
H29 -0.661 -19.935 1.485
H30 0.514 -18.627 1.146
H31 1.055 -20.266 1.479
H32 1.066 -18.153 -1.134
H33 2.410 -18.177 -3.139
H34 0.861 -17.652 -3.834
H35 1.778 -18.938 -4.642
C25 -1.201 -19.599 -9.262
Si1 -2.838 -19.102 -8.466
C26 -2.817 -17.227 -8.151
C27 -4.059 -19.326 -9.938
Si2 -3.919 -20.402 -6.819
Si3 -5.890 -19.254 -6.301
C28 -5.737 -17.369 -6.086
C29 -7.227 -19.560 -7.615
C30 -6.524 -19.852 -4.619
Si4 -4.009 -22.553 -7.662
C31 -4.820 -23.724 -6.403
C32 -4.899 -22.887 -9.304
C33 -2.208 -23.122 -7.848
H36 -0.888 -18.841 -9.981
H37 -1.319 -20.542 -9.776
H38 -0.395 -19.735 -8.545
H39 -2.102 -16.735 -8.801
H40 -2.561 -17.024 -7.110
H41 -3.796 -16.796 -8.321
H42 -3.693 -18.735 -10.775
H43 -5.069 -18.982 -9.707
H44 -4.109 -20.348 -10.273
H45 -5.554 -16.855 -7.020
H46 -4.929 -17.146 -5.392
H47 -6.656 -16.960 -5.668
H48 -6.929 -19.124 -8.560
H49 -8.148 -19.077 -7.295
H50 -7.417 -20.620 -7.753
H51 -5.807 -19.554 -3.853
H52 -6.587 -20.939 -4.604
H53 -7.517 -19.428 -4.385
H54 -5.875 -23.468 -6.257
H55 -4.324 -23.625 -5.440
H56 -4.731 -24.758 -6.717
H57 -5.869 -22.398 -9.334
H58 -5.081 -23.955 -9.415
H59 -4.319 -22.578 -10.154
H60 -1.682 -22.861 -6.935
H61 -1.730 -22.625 -8.677
H62 -2.136 -24.197 -7.995

Computed properties:
2S+1: 2
Total charge: -1
ΔE to the lowest compared entry with this formula, charge and spin, eV: 0.000
Expectation value of S²: 0.758

=====

Entry 5:
This record from the Open Molecules 2025 dataset describes C9H14NP in the gas phase. The level of theory is ωB97M-V/def2-TZVPD.

Element x y z (Å)
C1 -3.024 0.530 -0.454
C2 -1.963 0.390 -1.276
C3 -2.820 0.931 0.948
C4 -0.579 0.668 -0.788
C5 -1.626 1.421 1.321
C6 -0.469 1.472 0.467
C7 2.221 -1.153 1.148
C8 1.915 -2.278 -1.504
C9 0.658 2.114 0.900
N1 0.128 -0.589 -0.724
P1 1.772 -0.670 -0.651
H1 -4.069 0.320 -0.750
H2 -1.817 0.293 -2.361
H3 -3.746 0.911 1.494
H4 0.114 1.238 -1.532
H5 -1.659 1.933 2.372
H6 3.344 -0.714 1.289
H7 1.558 -0.680 1.759
H8 2.293 -2.185 1.344
H9 2.090 -3.055 -0.768
H10 0.983 -2.339 -2.121
H11 2.823 -2.183 -2.111
H12 1.591 1.919 0.363
H13 0.739 2.882 1.733
H14 -0.458 -1.175 -0.100

Computed properties:
2S+1: 1
Total charge: 0
ΔE to the lowest compared entry with this formula, charge and spin, eV: 0.785
Structure (SMILES): C=C1C=CC=C[C@@H]1NP(C)C

=====

Entry 6:
This record from the Open Molecules 2025 dataset describes a molecular structure, C31H42FNOsP2. The level of theory is ωB97M-V/def2-TZVPD.

Element x y z (Å)
Os1 0.066 0.125 -0.414
C1 -3.914 -0.713 -3.426
C2 -2.464 -0.924 -3.006
C3 -2.034 -2.386 -3.123
P1 -2.082 -0.314 -1.277
C4 -3.066 1.238 -0.992
C5 -2.542 2.305 -1.950
C6 -2.825 1.665 0.451
C7 -2.688 -1.483 -0.025
C8 -3.938 -2.074 -0.057
C9 -4.360 -2.897 0.978
C10 -3.552 -3.060 2.097
C11 -2.308 -2.472 2.155
C12 -1.804 -1.737 1.060
N1 -0.538 -1.226 1.008
C13 0.425 -1.600 1.917
C14 0.512 -2.899 2.438
C15 1.384 -3.179 3.468
C16 2.164 -2.172 4.020
C17 2.153 -0.904 3.459
C18 1.344 -0.618 2.372
P2 1.210 0.994 1.516
C19 2.880 1.822 1.303
C20 3.972 1.480 2.312
C21 3.353 1.512 -0.118
C22 0.246 2.021 2.763
C23 -0.805 1.145 3.450
C24 1.128 2.703 3.807
H1 -4.004 -0.906 -4.493
H2 -4.247 0.305 -3.250
H3 -4.585 -1.397 -2.915
H4 -1.824 -0.309 -3.655
H5 -2.715 -3.036 -2.577
H6 -1.027 -2.539 -2.728
H7 -2.032 -2.693 -4.169
H8 -4.132 1.046 -1.150
H9 -1.474 2.458 -1.768
H10 -3.050 3.249 -1.771
H11 -2.694 2.032 -2.992
H12 -1.743 1.796 0.612
H13 -3.218 0.938 1.158
H14 -3.312 2.615 0.651
H15 -4.599 -1.878 -0.886
H16 -5.328 -3.369 0.925
H17 -3.900 -3.648 2.934
H18 -1.725 -2.564 3.059
H19 -0.091 -3.677 1.995
H20 1.446 -4.181 3.858
H21 2.790 -2.373 4.874
H22 2.777 -0.139 3.883
H23 2.652 2.894 1.357
H24 4.221 0.421 2.272
H25 3.704 1.759 3.329
H26 4.867 2.045 2.050
H27 3.441 0.434 -0.272
H28 4.335 1.947 -0.286
H29 2.672 1.939 -0.857
H30 -0.257 2.798 2.171
H31 -0.331 0.462 4.152
H32 -1.385 0.560 2.737
H33 -1.495 1.769 4.013
H34 1.667 1.971 4.404
H35 0.492 3.271 4.486
H36 1.834 3.397 3.359
F1 5.560 0.418 -5.257
C25 4.474 0.457 -4.502
C26 4.166 -0.639 -3.693
C27 3.012 -0.613 -2.955
C28 2.132 0.494 -3.017
C29 0.805 0.392 -2.473
C30 2.529 1.624 -3.769
C31 3.672 1.598 -4.529
H37 4.821 -1.495 -3.692
H38 2.755 -1.464 -2.335
H39 0.155 1.177 -2.871
H40 0.425 -0.629 -2.655
H41 1.893 2.497 -3.792
H42 3.953 2.433 -5.151

Computed properties:
2S+1: 1
Total charge: +2
ΔE to the lowest compared entry with this formula, charge and spin, eV: 0.884

=====

Entry 7:
This record from the Open Molecules 2025 dataset describes C5H11NO2 in the gas phase. The level of theory is ωB97M-V/def2-TZVPD.

Element x y z (Å)
C1 0.537 -0.110 0.738
C2 -0.560 0.104 -0.217
C3 -1.373 -1.086 -0.582
C4 -1.035 1.478 -0.553
N1 0.973 1.046 1.466
C5 1.406 -0.394 -0.624
O1 0.510 -1.301 1.460
O2 1.735 -1.616 -0.771
H1 1.043 -1.920 0.898
H2 0.595 -0.003 -1.434
H3 1.912 0.882 1.813
H4 0.382 1.192 2.279
H5 2.104 0.455 -0.710
H6 -2.074 -0.874 -1.388
H7 -1.913 -1.423 0.308
H8 -0.712 -1.914 -0.862
H9 -0.231 2.208 -0.490
H10 -1.783 1.762 0.200
H11 -1.516 1.513 -1.531

Computed properties:
2S+1: 1
Total charge: 0
ΔE to the lowest compared entry with this formula, charge and spin, eV: 3.506

=====

Entry 8:
This record from the Open Molecules 2025 dataset describes 2 unconnected molecules or ions with the total composition C12H11BOS. The level of theory is ωB97M-V/def2-TZVPD.

Element x y z (Å)
B1 2.465 0.754 0.412
C1 -1.174 2.295 2.157
C2 -1.965 -2.537 -1.605
C3 -0.519 2.974 1.079
C4 -0.714 1.108 2.609
C5 -1.791 -1.164 -1.935
C6 -0.933 -3.255 -0.977
C7 0.620 2.519 0.484
C8 0.413 0.581 1.994
C9 -0.548 -0.613 -1.957
C10 0.322 -2.671 -1.040
C11 1.150 1.238 0.946
C12 0.513 -1.406 -1.507
O1 3.666 1.298 0.345
S1 2.168 -0.938 -1.801
H1 -2.012 2.854 2.505
H2 -2.990 -2.893 -1.539
H3 -1.039 3.788 0.634
H4 -1.084 0.438 3.409
H5 -2.568 -0.770 -2.651
H6 -0.918 -4.303 -0.917
H7 1.003 3.019 -0.390
H8 0.738 -0.440 2.231
H9 -0.458 0.446 -2.093
H10 1.157 -3.165 -0.548
H11 4.495 0.844 0.155

Computed properties:
2S+1: 1
Total charge: 0
ΔE to the lowest compared entry with this formula, charge and spin, eV: 0.750